Record 1
Here is 10 unconnected molecules or ions with the total composition C45H49F18IO29S2 in a non-equilibrium geometry from the Open Molecules 2025 dataset. Energies are from ωB97M-V/def2-TZVPD.

Each line ends with the Löwdin charge.
Element x y z (Å)
C  -3.6628  0.4142  -3.0391  -0.168
C  -3.5158  0.5479  -1.4145  -0.703
I  -2.9651  -1.4112  -0.4950  0.708
C  -2.6127  1.7941  -0.8746  -0.204
C  -1.2366  2.1091  -1.7035  -0.627
S  -0.2702  0.5764  -2.2314  0.756
C  -0.3698  3.1705  -0.7883  -0.159
C  0.6228  2.5102  0.3220  -0.194
C  -0.1244  2.1385  1.7701  -0.180
C  -0.2215  0.5325  2.0673  -0.089
C  1.2672  -0.2264  2.1487  -0.198
F  2.2317  0.8726  2.5019  0.003
F  1.4863  -0.7970  0.7955  -0.004
C  1.1398  -1.3236  3.3555  -0.206
F  1.2360  -0.5491  4.6474  0.008
F  -0.1856  -2.0487  3.3792  0.003
S  2.4583  -2.6418  3.4095  1.099
F  3.6287  -1.7063  2.5840  -0.169
F  3.0477  -1.9227  4.8901  -0.206
F  1.3689  -3.5957  4.3759  -0.211
F  1.9089  -3.4425  1.9981  -0.183
F  3.6498  -3.8793  3.5699  -0.179
O  -1.6615  2.9140  -2.8987  -0.138
C  -0.7839  2.6606  -4.0467  -0.296
O  -1.2887  1.9307  -5.0805  -0.035
C  0.7640  3.2509  -4.2216  -0.085
C  1.4303  2.3226  -5.4432  -0.140
C  1.1389  2.8659  -6.9952  -0.006
C  1.7232  1.9705  -8.2435  -0.037
C  2.5459  0.5853  -7.8763  -0.045
C  2.8529  0.0650  -6.3431  -0.045
C  2.2681  0.9568  -5.0819  -0.024
H  -4.6784  -0.1344  -3.3019  0.064
H  -3.6871  1.4360  -3.6236  0.098
H  -2.8041  -0.2759  -3.4816  0.075
H  -4.6212  0.7406  -1.0038  0.095
H  -3.2884  2.7725  -0.9645  0.153
H  -2.4131  1.6081  0.2712  0.097
H  1.1118  0.9114  -2.3073  -0.084
H  -1.1777  3.8148  -0.1917  0.132
H  0.2123  3.9410  -1.4592  0.122
H  1.4014  3.3668  0.6193  0.127
H  1.2778  1.6112  -0.0396  0.082
H  0.4527  2.7062  2.6474  0.124
H  -1.1997  2.6565  1.7459  0.115
H  -0.8605  0.0228  1.2300  0.060
H  -0.8052  0.4185  3.1024  0.146
H  1.3968  2.9710  -3.2499  0.103
H  0.8024  4.3985  -4.4464  0.130
H  0.5092  3.8669  -7.1200  0.091
H  1.5004  2.3377  -9.3421  0.089
H  2.9419  -0.0744  -8.7598  0.082
H  3.4356  -0.9247  -6.0924  0.092
H  2.4818  0.5619  -4.0000  0.067
C  -8.3630  -3.1298  -4.0146  -0.076
C  -8.2000  -1.9623  -3.1023  -0.331
O  -6.8607  -1.5714  -3.3036  0.123
C  -6.5759  -1.9296  -4.5870  -0.499
O  -5.6159  -1.5163  -5.2159  0.146
O  -7.5021  -2.8035  -5.0871  0.079
F  -8.3453  -2.3353  -1.8110  0.081
H  -8.0362  -4.0712  -3.5604  0.151
H  -9.3936  -3.2465  -4.3606  0.146
H  -8.8662  -1.1221  -3.3252  0.178
C  1.0293  -2.6282  7.6346  -0.071
C  -0.2596  -2.3620  8.3343  -0.328
O  -0.4267  -3.4930  9.1587  0.134
C  0.8375  -3.9143  9.4433  -0.498
O  1.1139  -4.6917  10.3417  0.145
O  1.7601  -3.3530  8.6034  0.084
F  -1.2859  -2.3204  7.4553  0.074
H  0.9051  -3.2444  6.7378  0.128
H  1.5504  -1.7076  7.3583  0.141
H  -0.2578  -1.4554  8.9489  0.132
C  4.0230  -4.3997  0.3602  -0.093
C  4.3653  -5.7741  -0.1039  -0.323
O  4.5776  -5.6113  -1.4879  0.141
C  5.0205  -4.3306  -1.6304  -0.503
O  5.5676  -3.9032  -2.6333  0.146
O  4.7837  -3.5844  -0.5085  0.081
F  3.3220  -6.6159  0.0708  0.085
H  2.9601  -4.1645  0.2405  0.133
H  4.3043  -4.2307  1.4031  0.118
H  5.2646  -6.1935  0.3597  0.180
C  -2.1579  -5.0216  6.5191  -0.081
C  -1.5987  -5.8298  5.3985  -0.329
O  -2.2601  -7.0683  5.5233  0.144
C  -3.4660  -6.7712  6.0838  -0.500
O  -4.4202  -7.5310  6.0973  0.145
O  -3.4788  -5.5140  6.6229  0.082
F  -0.2733  -6.0360  5.5672  0.076
H  -1.6328  -5.1892  7.4655  0.145
H  -2.1548  -3.9502  6.3012  0.130
H  -1.7874  -5.4101  4.4046  0.178
C  -3.3472  6.6352  -7.4437  -0.078
C  -2.5727  5.4788  -7.9771  -0.331
O  -1.2539  5.9710  -8.0502  0.131
C  -1.1693  6.9062  -7.0627  -0.505
O  -0.1195  7.3545  -6.6329  0.141
O  -2.4051  7.2754  -6.6067  0.073
F  -2.9788  5.1617  -9.2269  0.083
H  -3.6663  7.3294  -8.2283  0.149
H  -4.2264  6.3203  -6.8752  0.145
H  -2.5987  4.5888  -7.3393  0.178
C  0.9914  0.8493  11.6962  -0.059
C  1.2274  2.1827  11.0732  -0.331
O  1.1482  1.9192  9.6907  0.152
C  0.2968  0.8611  9.5797  -0.486
O  -0.2353  0.5173  8.5374  0.132
O  0.1054  0.2360  10.7814  0.077
F  2.4722  2.6311  11.3506  0.091
H  1.9050  0.2503  11.7737  0.153
H  0.5383  0.9279  12.6881  0.151
H  0.4876  2.9428  11.3461  0.149
C  -1.4576  5.7248  8.7721  -0.071
C  -2.1071  4.8163  9.7593  -0.323
O  -1.0384  4.4043  10.5809  0.111
C  -0.1512  5.4382  10.5534  -0.497
O  0.7633  5.5765  11.3486  0.156
O  -0.4158  6.3064  9.5299  0.084
F  -2.6185  3.7250  9.1467  0.087
H  -1.0296  5.1872  7.9194  0.152
H  -2.1432  6.4892  8.3966  0.148
H  -2.8782  5.2962  10.3713  0.180
C  6.9303  1.8808  -10.6379  -0.078
C  6.0568  0.7385  -10.2457  -0.331
O  4.8492  1.3610  -9.8702  0.113
C  4.7907  2.5001  -10.6155  -0.495
O  3.7786  3.1617  -10.7762  0.139
O  6.0039  2.8073  -11.1682  0.075
F  6.5582  0.0962  -9.1670  0.082
H  7.4465  2.3322  -9.7839  0.150
H  7.6741  1.5974  -11.3875  0.145
H  5.8665  0.0217  -11.0516  0.178
C  0.6538  -3.0378  -4.4190  -0.070
C  0.9961  -4.4123  -4.8831  -0.328
O  1.2084  -4.2495  -6.2670  0.149
C  1.6513  -2.9688  -6.4095  -0.493
O  2.1984  -2.5414  -7.4125  0.126
O  1.4145  -2.2226  -5.2877  0.041
F  -0.0472  -5.2541  -4.7084  0.081
H  -0.4091  -2.8027  -4.5387  0.153
H  0.9351  -2.8689  -3.3761  0.142
H  1.8954  -4.8316  -4.4195  0.177

Cartesian forces, eV/Å:
C -0.24 -1.00 -0.50
C -1.76 1.67 -0.72
I -0.26 1.05 -0.51
C -0.46 -0.49 -0.18
C 0.49 2.06 1.18
S 0.35 0.32 0.51
C -0.22 0.06 0.67
C 0.70 1.07 1.17
C 0.40 0.77 -0.24
C -0.60 0.55 0.49
C -2.31 2.81 -1.25
F -2.06 -4.13 -1.18
F 0.30 1.32 4.31
C -2.58 1.67 2.04
F -1.01 -2.40 -4.57
F 4.43 2.87 -0.54
S 2.64 -2.66 2.51
F -2.77 -1.96 1.22
F -0.52 -2.16 -3.08
F 2.63 1.46 -1.96
F 0.91 2.14 2.94
F -2.62 2.60 -0.25
O 2.40 -1.54 -1.30
C -2.65 -3.43 -5.50
O 2.86 5.17 6.99
C 0.41 -2.15 -0.10
C 0.84 -0.95 -2.08
C 2.43 -4.00 0.91
C 0.13 -0.76 4.67
C -0.97 1.64 2.61
C -2.51 4.20 -0.50
C -0.53 1.26 -4.83
H 2.20 1.07 0.74
H 0.33 -1.94 1.51
H -1.73 1.72 0.88
H 2.58 -0.55 -0.69
H 1.58 -2.04 0.05
H -0.10 0.47 -2.40
H -1.89 0.31 0.34
H 1.70 -1.30 -1.33
H -1.13 -1.80 1.14
H -1.65 -1.85 -0.80
H -1.49 1.70 0.47
H -1.21 -1.52 -1.92
H 2.18 -1.55 0.16
H 1.40 0.70 1.58
H 1.48 0.01 -2.24
H -1.54 0.96 -1.99
H -0.25 -2.26 0.45
H 1.59 -2.44 0.17
H 0.74 -1.05 2.50
H -0.92 1.48 2.00
H -1.29 2.41 -0.87
H -0.56 1.10 -2.26
C -0.85 -0.90 -0.33
C -0.09 0.07 0.86
O -0.25 -0.06 -0.81
C 2.64 0.76 -2.04
O -2.37 -1.06 1.58
O 0.73 0.78 0.23
F -0.13 0.15 0.24
H -0.01 0.23 0.19
H 0.24 0.05 -0.12
H 0.04 -0.05 0.20
C 0.65 0.53 -0.96
C -0.48 0.41 0.11
O 0.83 -0.17 0.21
C 1.02 -2.20 2.23
O -0.65 1.85 -2.19
O -0.59 -0.44 0.86
F -0.35 0.28 -0.12
H -0.19 0.08 0.11
H 0.03 -0.19 0.14
H -0.25 -0.43 -0.33
C -0.32 0.54 0.97
C -0.40 -0.72 0.08
O 0.46 0.69 0.23
C 1.42 1.52 -2.62
O -1.43 -1.00 2.40
O 0.38 -0.47 -0.95
F -0.04 -0.29 0.08
H 0.22 -0.34 -0.14
H 0.08 0.07 -0.36
H -0.17 -0.13 -0.04
C 0.13 1.17 0.43
C 0.62 -0.26 -0.12
O -0.67 0.51 0.03
C -2.77 -1.89 0.39
O 2.34 1.84 0.01
O -0.20 -1.03 -0.52
F 0.36 0.01 -0.19
H 0.11 -0.09 -0.22
H -0.21 -0.33 0.07
H 0.20 -0.09 0.02
C -1.21 0.35 0.25
C -0.12 -0.57 -0.72
O -0.13 0.34 0.87
C 2.69 1.47 1.18
O -2.56 -1.06 -1.01
O 1.02 -0.25 -0.14
F -0.04 -0.23 -0.13
H 0.12 -0.24 -0.10
H 0.24 0.12 0.06
H 0.00 -0.04 -0.20
C 0.16 -0.52 1.27
C 0.70 0.80 0.44
O -0.96 -0.72 -0.08
C -1.05 -0.61 -2.06
O 1.21 0.92 2.18
O -0.15 0.37 -1.31
F 0.03 0.15 0.00
H 0.02 0.25 -0.08
H -0.09 -0.11 -0.27
H 0.33 -0.08 -0.02
C -0.27 0.67 -1.08
C -0.64 -0.74 -0.23
O 0.14 0.81 0.03
C 2.76 0.92 1.75
O -2.23 -0.50 -1.95
O 0.28 -0.61 1.03
F -0.21 -0.13 0.09
H -0.16 -0.17 0.18
H 0.23 0.00 0.16
H -0.01 -0.20 -0.06
C 1.19 0.26 -0.37
C 0.04 -0.59 0.65
O 0.22 0.48 -0.89
C -2.62 2.04 -0.39
O 2.50 -1.58 0.37
O -0.98 -0.15 0.24
F 0.02 -0.29 0.06
H -0.15 -0.25 0.06
H -0.21 0.17 0.00
H 0.03 -0.08 0.19
C -0.40 0.62 1.00
C -0.40 -0.71 0.02
O 0.48 0.69 0.28
C 1.26 1.45 -2.63
O -1.37 -1.29 2.34
O 0.31 -0.66 -0.83
F -0.04 -0.32 0.10
H 0.06 -0.25 -0.04
H 0.08 0.12 -0.21
H -0.15 -0.13 -0.04

## Properties
E = -6817.144676 Eh
highest occupied orbital energy = -7.7691 eV
Kohn-Sham gap = 4.6854 eV
SMILES = C[C@@H](I)C[C@](S)(CCCCC(F)(F)C(F)(F)S(F)(F)(F)(F)F)OC(=O)Cc1ccccc1.O=C1OC[C@@H](F)O1.O=C1OC[C@@H](F)O1.O=C1OC[C@@H](F)O1.O=C1OC[C@@H](F)O1.O=C1OC[C@@H](F)O1.O=C1OC[C@@H](F)O1.O=C1OC[C@@H](F)O1.O=C1OC[C@@H](F)O1.O=C1OC[C@@H](F)O1
max |F| = 9.15 eV/A
lowest unoccupied orbital energy = -3.1 eV
energy above the lowest of the compared OMol25 structures with the same formula, charge and spin = 434.1 kcal per mole

=====

Record 2
Here is 9 unconnected molecules or ions with the total composition C45H49N8S in a non-equilibrium geometry from the Open Molecules 2025 dataset. Energies are from ωB97M-V/def2-TZVPD.

Each line ends with the Löwdin charge.
Element x y z (Å)
C  -1.8290  -5.1341  -1.3612  0.131
C  -1.7316  -5.3511  -2.5396  -0.143
C  -1.5932  -5.4271  -3.9801  -0.187
C  -0.8248  -4.1721  -4.4538  -0.231
C  -1.5822  -3.4543  -5.5719  -0.414
S  -0.5803  -2.1746  -6.3584  1.114
H  -1.8752  -4.6809  -0.3976  0.040
H  -2.5818  -5.4598  -4.4285  0.120
H  -1.0439  -6.3249  -4.2389  0.123
H  0.1720  -4.4142  -4.7991  0.111
H  -0.7658  -3.4896  -3.6173  0.092
H  -1.8672  -4.1460  -6.3564  0.102
H  -2.4626  -2.9492  -5.1948  0.109
H  -0.2028  -1.4459  -5.2957  0.006
H  0.5609  -2.8481  -6.5614  0.006
N  -0.7212  -2.1093  0.4506  0.061
C  -0.6210  -0.9584  1.1151  -0.130
C  -0.1768  0.2247  0.5384  -0.050
C  0.1790  0.2180  -0.7998  -0.072
C  0.0820  -0.9749  -1.4991  -0.085
C  -0.3695  -2.1007  -0.8301  -0.176
H  -0.9009  -0.9859  2.1614  0.082
H  -0.1143  1.1261  1.1309  0.108
H  0.5351  1.1161  -1.2918  0.084
H  0.3624  -1.0300  -2.5458  0.077
H  -0.4537  -3.0505  -1.3446  0.056
N  2.3074  2.5358  -2.6849  0.053
C  1.8580  3.4080  -3.5869  -0.155
C  2.5188  3.6959  -4.7698  -0.088
C  3.7128  3.0429  -5.0322  -0.098
C  4.1931  2.1319  -4.1071  -0.085
C  3.4544  1.9158  -2.9527  -0.153
H  0.9243  3.9021  -3.3411  0.105
H  2.1082  4.4164  -5.4634  0.101
H  4.2625  3.2445  -5.9432  0.109
H  5.1198  1.6006  -4.2701  0.102
H  3.7959  1.2108  -2.2029  0.106
N  6.4810  7.3724  -1.8279  0.055
C  5.7402  6.3020  -2.1001  -0.152
C  5.1462  6.0709  -3.3321  -0.069
C  5.3307  7.0072  -4.3362  -0.083
C  6.0986  8.1285  -4.0687  -0.075
C  6.6500  8.2616  -2.8027  -0.154
H  5.6176  5.5947  -1.2869  0.104
H  4.5544  5.1820  -3.4958  0.073
H  4.8829  6.8659  -5.3122  0.101
H  6.2685  8.8854  -4.8218  0.100
H  7.2587  9.1236  -2.5536  0.104
N  -0.3317  -0.1329  4.6931  0.045
C  0.6411  0.1973  5.5394  -0.155
C  0.6793  -0.2123  6.8638  -0.065
C  -0.3522  -1.0066  7.3372  -0.092
C  -1.3728  -1.3603  6.4704  -0.075
C  -1.3142  -0.8997  5.1646  -0.159
H  1.4274  0.8233  5.1319  0.102
H  1.4965  0.0865  7.5054  0.103
H  -0.3625  -1.3508  8.3627  0.095
H  -2.1953  -1.9792  6.8034  0.104
H  -2.0945  -1.1566  4.4554  0.099
N  -2.6069  -1.7254  9.9932  0.060
C  -2.8892  -2.1755  11.2139  -0.160
C  -3.2653  -1.3538  12.2655  -0.086
C  -3.3452  0.0113  12.0383  -0.091
C  -3.0514  0.4964  10.7749  -0.060
C  -2.6912  -0.4134  9.7922  -0.157
H  -2.8102  -3.2487  11.3508  0.105
H  -3.4888  -1.7732  13.2367  0.108
H  -3.6340  0.6852  12.8348  0.112
H  -3.1007  1.5532  10.5530  0.105
H  -2.4628  -0.0781  8.7882  0.088
N  0.7295  2.0564  -8.0103  0.062
C  0.1711  0.8692  -8.2085  -0.195
C  -0.4400  0.4819  -9.3888  -0.075
C  -0.4781  1.3947  -10.4325  -0.065
C  0.0949  2.6404  -10.2446  -0.052
C  0.6857  2.9210  -9.0195  -0.136
H  0.2278  0.1893  -7.3606  0.036
H  -0.8763  -0.5033  -9.4925  0.094
H  -0.9464  1.1383  -11.3732  0.112
H  0.0873  3.3828  -11.0297  0.110
H  1.1475  3.8844  -8.8362  0.109
N  -8.0517  -0.4291  12.3023  0.055
C  -9.1256  -1.2071  12.4052  -0.157
C  -9.0953  -2.5840  12.2410  -0.075
C  -7.8821  -3.1857  11.9504  -0.080
C  -6.7535  -2.3895  11.8381  -0.069
C  -6.8930  -1.0224  12.0250  -0.149
H  -10.0560  -0.6982  12.6316  0.103
H  -10.0007  -3.1666  12.3388  0.100
H  -7.8170  -4.2573  11.8132  0.105
H  -5.7862  -2.8160  11.6116  0.087
H  -6.0365  -0.3636  11.9504  0.084
N  3.6640  -1.0260  -5.3978  0.055
C  3.3513  -0.7377  -6.6611  -0.173
C  3.7648  -1.4948  -7.7480  -0.074
C  4.5657  -2.6031  -7.5116  -0.074
C  4.9092  -2.9086  -6.2048  -0.064
C  4.4314  -2.0937  -5.1873  -0.149
H  2.7326  0.1454  -6.8025  0.088
H  3.4750  -1.2153  -8.7521  0.104
H  4.9201  -3.2132  -8.3320  0.110
H  5.5362  -3.7585  -5.9751  0.107
H  4.6774  -2.3006  -4.1518  0.108

Cartesian forces, eV/Å:
C 0.10 0.42 -0.68
C -0.27 0.00 0.99
C 0.32 0.14 0.16
C -0.54 0.23 -0.32
C 0.47 -0.57 0.57
S -0.62 0.31 -0.66
H -0.06 -0.38 0.32
H -0.15 -0.18 -0.18
H -0.05 -0.20 -0.29
H 0.29 -0.17 0.07
H 0.33 0.21 0.20
H -0.07 0.09 -0.38
H -0.26 0.18 -0.07
H 0.29 -0.11 0.23
H 0.32 0.01 0.24
N -0.06 -0.02 -0.01
C -0.03 -0.05 0.12
C -0.02 -0.05 -0.05
C 0.03 0.15 -0.06
C -0.05 -0.01 0.01
C 0.07 0.01 -0.16
H 0.05 0.07 0.02
H 0.00 -0.01 0.04
H 0.05 0.00 0.05
H 0.06 0.00 0.02
H 0.05 -0.02 -0.05
N -0.05 -0.06 -0.05
C -0.05 0.03 0.07
C 0.00 -0.01 -0.02
C 0.03 -0.03 -0.08
C -0.02 0.05 0.02
C -0.01 -0.02 0.05
H 0.00 0.02 -0.03
H -0.02 0.00 -0.01
H 0.00 0.00 0.00
H 0.00 -0.02 0.01
H 0.03 -0.01 -0.01
N 0.00 0.00 0.00
C 0.01 -0.02 0.05
C 0.01 0.03 0.02
C -0.01 -0.01 -0.03
C -0.01 -0.02 0.00
C 0.03 0.03 0.03
H -0.02 -0.03 -0.02
H -0.01 -0.02 0.03
H 0.00 0.00 0.00
H 0.01 0.02 0.00
H -0.01 0.02 -0.03
N -0.05 -0.05 -0.03
C 0.04 0.05 -0.05
C -0.05 0.00 -0.03
C 0.10 -0.05 0.05
C -0.02 -0.01 -0.01
C -0.01 0.02 -0.05
H 0.02 0.00 0.03
H 0.02 0.01 -0.01
H -0.03 -0.03 0.02
H 0.00 0.00 0.01
H -0.03 -0.02 0.03
N 0.04 -0.01 -0.03
C 0.01 -0.06 0.00
C 0.04 0.02 -0.02
C 0.02 0.04 0.06
C -0.01 -0.06 0.04
C -0.07 0.05 -0.04
H 0.00 0.00 0.04
H 0.00 -0.02 0.00
H 0.00 0.00 0.00
H 0.00 0.01 -0.02
H 0.00 0.09 -0.02
N 0.05 -0.01 0.04
C 0.02 -0.06 0.02
C 0.00 0.00 0.02
C -0.01 0.00 -0.03
C -0.01 -0.03 0.02
C 0.03 0.08 0.00
H 0.00 0.04 -0.06
H -0.01 0.00 0.00
H 0.00 0.00 -0.01
H 0.01 0.02 0.00
H -0.01 0.01 -0.04
N 0.00 -0.01 0.00
C -0.04 0.04 0.02
C 0.02 -0.01 -0.01
C 0.01 -0.03 -0.01
C -0.05 0.00 0.02
C -0.02 0.05 0.00
H -0.02 -0.03 0.00
H -0.02 0.01 0.00
H 0.00 -0.01 0.00
H 0.02 0.02 -0.01
H 0.04 -0.04 -0.04
N -0.10 -0.11 0.01
C -0.20 0.09 0.01
C -0.02 -0.03 0.00
C -0.01 -0.03 -0.02
C -0.01 0.01 -0.02
C 0.01 0.01 0.06
H 0.08 0.03 -0.04
H 0.02 0.04 0.00
H 0.01 0.00 0.00
H 0.01 0.00 0.02
H 0.02 -0.03 0.00

## Properties
E = -2579.973488 Eh
highest occupied orbital energy = -10.5103 eV
Kohn-Sham gap = 6.8307 eV
net charge = +1
max |F| = 1.02 eV/A
lowest unoccupied orbital energy = -3.7 eV